Entry 1:
Below is a 2-piece molecular cluster, CH5NO overall at a distorted geometry, with properties calculated with ωB97M-V with the def2-TZVPD basis set.

The geometry in ORCA input format:
```
! RIJCOSX wB97M-V def2-TZVPD def2/J DEFGRID3
* xyz 0 1
C 0.80129 0.97575 -1.16014
N 1.04602 1.90692 -0.31720
H 1.44946 1.02409 -1.94848
H 0.17504 0.08788 -1.06515
H 0.46665 1.98763 0.56876
O -1.20050 -2.35018 1.44159
H -0.80509 -1.56663 1.66602
H -1.93286 -2.06545 0.81460
*
```

Values from the calculation:
- HOMO energy: -10.14 eV
- Largest force on an atom: 4.4 eV Å⁻¹
- Total energy: -171.0403 hartree
- SMILES: C=N.O
- E_LUMO: 0.02177 Eh
- Relative energy (zero: lowest compared OMol25 entry of this formula, charge and spin): 1.140 eV

Entry 2:
Below is an isolated ion of composition C2NO4 and charge -1 at a distorted geometry, with properties calculated with ωB97M-V with the def2-TZVPD basis set.

The geometry in ORCA input format:
```
! RIJCOSX wB97M-V def2-TZVPD def2/J DEFGRID3
* xyz -1 1
N 2.61856 0.39403 0.63083
C 1.70472 0.14000 -0.05773
O 0.92763 -0.31146 -0.87027
O -0.50869 -0.72750 -0.49813
C -1.46893 0.08461 0.07326
O -1.28078 1.15738 0.50084
O -2.45241 -0.69894 0.05284
*
```

Values from the calculation:
- HOMO energy (spin up / spin down): -5.56 / -5.56 eV
- Largest force on an atom: 4.9 eV Å⁻¹
- Total energy: -431.8831 hartree
- SMILES: N#COOC(=O)[O-]
- E_LUMO (spin up / spin down): 0.14084 / 0.14084 Eh
- Relative energy (zero: lowest compared OMol25 entry of this formula, charge and spin): 2.330 eV

Entry 3:
Below is C2H26AgB2BeF6NO13S2 as an isolated structure at a distorted geometry, with properties calculated with ωB97M-V with the def2-TZVPD basis set.

The geometry in ORCA input format:
```
! RIJCOSX wB97M-V def2-TZVPD def2/J DEFGRID3
* xyz 0 3
Ag -2.97849 -0.34823 1.18463
Be 1.19154 1.01898 -0.63286
C 2.70404 -1.03820 3.22903
F 1.44128 -0.97109 3.76316
F 3.27360 0.20587 3.30078
F 3.36605 -1.96309 3.82880
S 2.36974 -1.63051 1.41042
O 3.09703 -2.89843 1.14729
O 0.90311 -1.67308 1.30497
N 2.83127 -0.24991 0.43995
S 4.40137 -0.32977 0.35444
O 4.83053 1.10180 0.34678
O 5.16401 -1.21177 1.28896
C 4.70547 -0.96366 -1.51065
F 5.98818 -0.77600 -1.94476
F 4.40024 -2.23028 -1.52035
F 4.01598 -0.32058 -2.36082
B -1.65332 0.75958 3.01642
H -1.82259 -0.23491 3.39925
H -1.31315 0.66517 1.99681
H -2.59278 1.28459 2.93869
H -0.96079 1.32633 3.61929
B -1.38570 0.37783 -0.80781
H -2.44368 0.19016 -0.90627
H -0.88883 0.60551 -1.73814
H -1.29595 1.19683 -0.11110
H -0.95904 -0.53122 -0.41305
O -1.55889 -2.00359 1.73706
H -0.60822 -2.06035 1.64100
H -1.86421 -2.90557 1.63987
O -3.68861 -1.78810 -0.44063
H -4.35197 -2.44168 -0.66204
H -3.17370 -1.68800 -1.24130
O 0.99804 1.99915 1.70071
H 0.08400 1.90017 1.96709
H 1.44376 2.31704 2.48589
O -4.63489 1.14251 -2.92976
H -3.92396 1.03231 -2.29835
H -5.43188 0.98392 -2.42390
O -3.70030 1.72935 0.55115
H -4.32439 2.23044 1.07618
H -3.37965 2.35296 -0.10040
O 1.44718 1.33581 -3.05136
H 1.21392 2.21805 -3.34026
H 1.23782 0.77538 -3.79857
O -1.99502 -1.81292 -2.63658
H -1.39924 -1.23073 -2.16506
H -1.55920 -1.97603 -3.47305
O 1.07643 -1.33627 -1.83048
H 1.34704 -1.79692 -2.62472
H 0.48782 -1.94736 -1.38738
O 0.19314 3.60399 -0.84509
H 0.30473 4.05829 -1.68018
H -0.62884 3.94620 -0.49369
*
```

Values from the calculation:
- HOMO energy (spin up / spin down): -5.68 / -9.75 eV
- Largest force on an atom: 6.1 eV Å⁻¹
- Total energy: -2731.1946 hartree
- E_LUMO (spin up / spin down): -0.02714 / -0.16828 Eh
- <S²>: 2.005

Entry 4:
Below is a single C5H9NO molecule, with properties calculated with ωB97M-V with the def2-TZVPD basis set.

The geometry in ORCA input format:
```
! RIJCOSX wB97M-V def2-TZVPD def2/J DEFGRID3
* xyz 0 1
C -1.28663 1.21324 1.13974
C -1.40539 -0.27299 0.86217
O -2.34738 -0.94439 1.22753
C -0.28579 -0.87233 0.04665
C 1.12818 -0.87899 0.54944
N 0.68732 0.08139 -0.41316
C 1.12801 0.17464 -1.78235
H -2.08604 1.72538 0.59221
H -1.42033 1.41959 2.20347
H -0.33225 1.60886 0.78880
H -0.57478 -1.72982 -0.56560
H 1.74599 -1.72244 0.23034
H 1.34720 -0.49811 1.54739
H 1.82096 1.01991 -1.85244
H 0.25512 0.40263 -2.40536
H 1.62583 -0.72655 -2.16881
*
```

Values from the calculation:
- HOMO energy: -9.12 eV
- Largest force on an atom: 0.5 eV Å⁻¹
- Total energy: -325.8564 hartree
- SMILES: CC(=O)[C@@H]1CN1C
- E_LUMO: 0.03248 Eh
- Relative energy (zero: lowest compared OMol25 entry of this formula, charge and spin): 2.209 eV

Entry 5:
Below is a 3-piece molecular cluster, C30H53N3O6 overall at a distorted geometry, with properties calculated with ωB97M-V with the def2-TZVPD basis set.

The geometry in ORCA input format:
```
! RIJCOSX wB97M-V def2-TZVPD def2/J DEFGRID3
* xyz 0 3
C 3.59033 -2.58244 1.20782
C 2.86884 -3.49622 0.93306
C 1.89069 -4.51552 0.55996
C 0.53044 -4.16009 1.17440
N 0.08746 -4.96799 2.33123
C -1.04986 -4.13825 2.73013
O -1.33560 -3.83074 3.84420
C -1.74842 -3.73840 1.42261
C -2.61598 -2.48466 1.36454
C -1.92211 -1.14603 1.05464
O -0.48663 -1.20662 1.13637
C 0.19703 -0.69107 0.10515
O -0.08229 -0.82947 -1.05382
C -0.70845 -4.03349 0.30560
C -1.07518 -5.20664 -0.61936
C -1.11269 -4.71071 -2.06318
O -2.23505 -3.86709 -2.25298
H 3.96654 -1.61301 1.44951
H 2.24529 -5.49684 0.86586
H 1.83168 -4.47460 -0.52811
H 0.65984 -3.18270 1.62941
H -0.32754 -5.85594 2.05461
H -2.47891 -4.55068 1.31124
H -3.39218 -2.64488 0.61911
H -3.13571 -2.38517 2.31513
H -2.23820 -0.40847 1.78805
H -2.26000 -0.77745 0.09097
H 1.08176 -0.12510 0.41328
H -0.71575 -3.16931 -0.35501
H -2.07918 -5.56580 -0.37898
H -0.39025 -6.05481 -0.56662
H -0.23405 -4.09165 -2.22448
H -1.14195 -5.55338 -2.75670
H -2.99417 -4.24628 -1.80036
C 4.07422 4.54633 3.01792
C 4.41185 3.05765 3.26088
C 5.81423 2.90637 3.85787
C 6.93688 3.12904 2.84892
C 6.75184 2.20396 1.64851
C 5.38089 2.35411 0.98944
N 4.27651 2.26325 2.00032
O 4.04000 1.02117 2.28732
C 5.33420 3.68880 0.21652
C 5.19801 1.26796 -0.06687
C 3.39918 2.58549 4.29899
H 4.56067 5.17531 3.76416
H 4.36607 4.92284 2.04357
H 2.99921 4.71215 3.09463
H 5.91892 1.89922 4.27402
H 5.92115 3.59570 4.69677
H 6.96448 4.17673 2.53605
H 7.89870 2.92234 3.32188
H 7.52591 2.39836 0.90320
H 6.88728 1.16850 1.97653
H 4.31486 3.92823 -0.08912
H 5.94008 3.61231 -0.68574
H 5.73908 4.52932 0.77663
H 5.33683 0.26822 0.33983
H 5.93860 1.40345 -0.85359
H 4.20690 1.32431 -0.52024
H 2.38730 2.59070 3.89282
H 3.42737 3.26478 5.15158
H 3.61446 1.58344 4.66467
C -3.17889 0.39800 -4.25813
C -4.16799 -0.04772 -3.15786
C -5.61171 0.00698 -3.66702
C -6.17178 1.42317 -3.77151
C -6.03692 2.13968 -2.42851
C -4.60043 2.15216 -1.90481
N -4.00419 0.77880 -1.92099
O -4.40003 0.11146 -0.88060
C -3.76655 3.14325 -2.74346
C -4.57507 2.70293 -0.48210
C -3.80675 -1.49860 -2.87239
H -3.55550 0.12368 -5.24426
H -2.97505 1.46326 -4.27883
H -2.21369 -0.09086 -4.12265
H -6.25191 -0.56665 -2.98850
H -5.66777 -0.49287 -4.63513
H -5.65987 1.97660 -4.56388
H -7.22510 1.37976 -4.05568
H -6.39041 3.16927 -2.51659
H -6.68715 1.64748 -1.69836
H -2.70108 3.02562 -2.54164
H -4.04142 4.16552 -2.48487
H -3.93247 3.05193 -3.81491
H -5.23490 2.15155 0.18479
H -4.91160 3.73885 -0.49161
H -3.56480 2.67691 -0.07043
H -2.81990 -1.57441 -2.42536
H -3.79518 -2.06144 -3.80518
H -4.52421 -1.97992 -2.20656
*
```

Values from the calculation:
- HOMO energy (spin up / spin down): -8.45 / -9.41 eV
- Largest force on an atom: 2.1 eV Å⁻¹
- Total energy: -1790.3788 hartree
- E_LUMO (spin up / spin down): 0.02399 / 0.00724 Eh
- <S²>: 2.008

Entry 6:
Below is C6H7LiMgO6 as an isolated structure at a distorted geometry, with properties calculated with ωB97M-V with the def2-TZVPD basis set.

The geometry in ORCA input format:
```
! RIJCOSX wB97M-V def2-TZVPD def2/J DEFGRID3
* xyz 2 1
Mg 2.34978 2.08560 -0.64986
O 0.74269 0.89889 -0.82007
O 1.51692 -1.38936 -0.93754
C 2.90840 -1.57218 -1.24622
C 3.59240 -0.85713 -0.09192
O 2.63820 0.19809 0.19927
C 1.36597 -0.24119 -0.26224
H 3.11212 -2.64569 -1.27786
H 3.13405 -1.11026 -2.21658
H 4.54825 -0.39703 -0.35501
H 3.69157 -1.48612 0.79984
Li -5.39255 -0.60138 -1.14440
O -4.17592 0.94173 -0.73647
O -2.16236 0.52305 0.10752
C -1.22968 -0.39381 0.47378
C 0.16435 0.06548 0.51099
O -3.64364 -1.16453 -0.29647
C -3.39284 0.04918 -0.37674
H -1.55889 -0.94015 1.37118
H 0.29777 0.75678 1.35358
H -0.59215 -1.38934 0.06296
*
```

Values from the calculation:
- HOMO energy: -15.23 eV
- Largest force on an atom: 5.7 eV Å⁻¹
- Total energy: -891.2066 hartree
- E_LUMO: -0.41076 Eh
- Relative energy (zero: lowest compared OMol25 entry of this formula, charge and spin): 3.017 eV

Look up the total energy of the sixth one. -891.2066 hartree

Repeat the first record exactly.
Below is a 2-piece molecular cluster, CH5NO overall at a distorted geometry, with properties calculated with ωB97M-V with the def2-TZVPD basis set.

The geometry in ORCA input format:
```
! RIJCOSX wB97M-V def2-TZVPD def2/J DEFGRID3
* xyz 0 1
C 0.80129 0.97575 -1.16014
N 1.04602 1.90692 -0.31720
H 1.44946 1.02409 -1.94848
H 0.17504 0.08788 -1.06515
H 0.46665 1.98763 0.56876
O -1.20050 -2.35018 1.44159
H -0.80509 -1.56663 1.66602
H -1.93286 -2.06545 0.81460
*
```

Values from the calculation:
- HOMO energy: -10.14 eV
- Largest force on an atom: 4.4 eV Å⁻¹
- Total energy: -171.0403 hartree
- SMILES: C=N.O
- E_LUMO: 0.02177 Eh
- Relative energy (zero: lowest compared OMol25 entry of this formula, charge and spin): 1.140 eV

Which value of largest force on an atom does entry 4 give? 0.5 eV Å⁻¹